DFT (ωB97M-V with the def2-TZVPD basis set) results for the ion C9H9N2OS with charge +1.

The net charge is +1. The calculation puts the lowest unoccupied orbital energy (spin up / spin down) at -5.19 / -5.19 eV. The total energy comes out at -25331.782 eV.

Last column: Löwdin charge in e.
CARTESIAN COORDINATES (ANGSTROEM)
C1 -0.2698 -0.3865 3.7545  -0.049
C2 -0.7714 0.6245 2.8743  -0.038
C3 0.1974 -1.5339 3.1772  -0.035
C4 -0.6166 0.5408 1.5179  -0.018
C5 0.3942 -1.6338 1.7670  -0.024
C6 -0.0780 -0.6245 0.9564  -0.248
C7 0.2532 -0.7060 -0.4528  -0.293
C8 -0.0307 0.1957 -1.4103  -0.208
C9 0.4215 0.1924 -4.1201  -0.004
N1 0.7940 -1.7814 -2.7063  -0.269
N2 0.5065 -0.4915 -2.8499  -0.136
O1 -0.3200 1.4523 -1.4838  0.142
S1 0.8523 -2.2541 -1.1956  1.192
H1 -0.6589 -0.3246 4.7274  0.101
H2 -1.0714 1.5204 3.4297  0.121
H3 0.6472 -2.1729 3.9391  0.119
H4 -0.9721 1.3209 0.8764  0.107
H5 0.7444 -2.4214 1.2206  0.036
H6 -0.3279 -0.3185 -4.9194  0.171
H7 0.2389 1.2360 -3.9228  0.081
H8 1.3470 -0.0064 -4.5958  0.087
H9 -0.7554 1.6998 -2.3469  0.165